(1)
A structure of composition C37H44BHfN12O5Se. Source: OMol25; level of theory: ωB97M-V/def2-TZVPD.

As for the energy above the lowest of the compared OMol25 structures with the same formula, charge and spin: 0.00 kcal per mole. The total energy is -134513.5910 eV.

ORCA input file:
```
! RIJCOSX wB97M-V def2-TZVPD def2/J DEFGRID3
* xyz 3 1
C 1.91 3.54 2.52
C -4.22 -3.33 -3.53
H -0.22 4.99 -4.11
H -4.35 -4.41 -3.62
C -1.72 1.89 -0.79
C -1.55 -2.94 1.90
H 0.90 -0.53 5.31
H -3.09 -1.41 1.83
H 2.99 4.58 -0.39
N 3.12 2.61 -2.08
N 0.93 2.65 2.34
C -3.88 -3.34 2.30
O 1.20 0.31 -0.58
H 3.35 1.03 1.06
N -2.02 -4.95 -2.27
C 0.87 -2.03 -3.33
B -0.58 2.88 2.51
C 0.41 2.83 -5.21
Hf 0.08 -0.10 1.09
C 2.85 -0.82 3.40
C -2.11 3.59 0.54
H -5.19 -2.88 -3.35
C 1.47 5.78 -1.29
C 0.44 4.87 -3.26
N -0.45 -2.21 1.64
C 1.17 3.69 -3.12
C 2.39 -0.35 -4.02
C 0.58 5.90 -2.35
C -1.31 -4.35 2.04
C 2.23 0.36 -2.81
H 3.69 -2.98 0.16
C -1.84 -0.22 3.90
H -4.45 -5.38 2.75
H -0.06 -1.82 4.54
H -0.66 2.97 -5.04
H 2.90 -1.83 -0.94
H 3.07 0.06 -4.76
N -1.24 2.77 1.12
H 0.36 -2.98 -3.51
N -3.32 -3.00 -2.44
H -2.44 4.50 1.02
H -4.89 -2.98 2.39
C -2.32 -3.71 -1.93
H -2.84 0.37 5.78
C 3.09 3.01 2.04
C -2.37 -5.24 2.37
H -2.15 -6.29 2.49
H 3.53 -2.63 2.47
H -1.96 2.84 4.96
H -3.83 -2.95 -4.48
N -0.06 -4.73 1.82
N -1.16 0.45 2.95
N -1.57 -3.03 -1.02
H 4.53 -1.20 2.14
H -1.27 -5.43 -1.79
H -2.56 -5.46 -2.94
H 4.07 3.46 2.04
H -3.14 3.48 -1.41
H -1.67 1.19 -1.60
H 1.59 6.60 -0.59
H 4.02 3.01 -1.83
H -3.20 -0.89 -2.58
H 4.20 1.14 -2.90
H 1.71 4.49 2.99
O 1.44 -1.08 3.37
C 2.10 3.59 -2.07
H 1.56 -2.18 5.13
C 3.49 -1.92 -0.04
H 0.18 -1.88 -1.31
H 3.28 -1.18 4.34
C 1.68 -1.48 -4.32
H 4.44 -1.41 -0.17
C 2.24 4.65 -1.17
Se 0.91 -3.35 1.46
C 1.34 -0.17 -1.82
O -1.61 -0.85 -0.26
H -2.02 -1.28 3.84
H -4.19 -1.50 -1.24
H 0.80 3.68 -5.78
C -1.83 1.88 4.50
C -2.46 3.06 -0.69
C -2.28 0.63 4.90
N 1.43 1.53 1.76
C -2.88 -2.46 2.00
C 0.94 -1.42 4.67
O 2.76 -1.35 1.05
N -1.00 1.71 0.32
C 3.19 1.41 -2.60
H 1.79 -1.97 -5.28
N -1.16 1.75 3.36
H -0.79 3.94 3.01
C -3.62 -4.73 2.50
O 1.12 2.66 -3.98
H 0.58 1.91 -5.77
H 3.02 0.25 3.34
C 2.74 1.76 1.56
C 0.74 -1.41 -2.11
C -3.30 -1.69 -1.84
C 3.50 -1.55 2.26
C -2.07 -1.80 -0.94
H 0.01 6.81 -2.49
*
```

Mulliken atomic charge list, values in e, 6 entries: -0.315, -0.991, 0.507, 0.386, -0.582, 0.588

(2)
The ion C8H13N2O2 with charge +1 in a non-equilibrium geometry. Source: OMol25; level of theory: ωB97M-V/def2-TZVPD.

As for the energy above the lowest of the compared OMol25 structures with the same formula, charge and spin: 121.22 kcal per mole. The total energy is -15570.9796 eV.

ORCA input file:
```
! RIJCOSX wB97M-V def2-TZVPD def2/J DEFGRID3
* xyz 1 1
H -2.06 0.91 0.93
C -1.88 0.53 -1.85
C -0.16 0.01 -0.14
C 2.10 0.84 1.97
O -1.46 0.92 1.75
N -1.47 -0.17 -0.61
C 2.75 0.17 0.94
H 0.55 0.56 -0.76
H 5.21 1.44 2.83
H 4.81 -0.14 0.43
H -3.00 0.68 -1.70
H -1.75 -0.05 -2.78
C 4.31 1.13 2.19
N -0.17 0.65 1.21
O 3.11 1.42 2.74
H -1.44 -1.97 -1.26
C 0.71 1.05 2.11
H 0.47 -0.89 -0.09
H 2.21 -0.38 0.21
H 0.28 1.75 2.84
H -1.12 1.38 -2.10
H -3.15 -1.43 -0.72
C -1.97 -1.47 -0.52
H -1.92 -1.85 0.52
C 4.15 0.26 1.11
*
```

Mulliken atomic charge list, values in e, 6 entries: 0.412, -0.814, -1.134, 0.154, -0.474, -0.042

(3)
The ion C13H28F3N2O3P2 with charge +1 in a non-equilibrium geometry. Source: OMol25; level of theory: ωB97M-V/def2-TZVPD.

As for the energy above the lowest of the compared OMol25 structures with the same formula, charge and spin: 138.89 kcal per mole. The total energy is -49772.2208 eV.

ORCA input file:
```
! RIJCOSX wB97M-V def2-TZVPD def2/J DEFGRID3
* xyz 1 1
F 5.01 -1.76 -2.41
O -1.48 -2.56 -1.65
C -3.56 3.25 -0.15
C 0.79 0.03 0.02
H 0.19 4.06 -1.26
H -3.70 -0.47 -2.15
H -0.47 -1.83 1.56
C -1.26 -1.02 1.20
F 3.83 -0.90 1.90
H 2.16 -1.33 3.17
C -2.70 0.09 -2.37
H -1.31 -0.25 2.12
H -2.72 1.24 -2.12
H 3.72 0.31 -2.12
C 1.54 0.07 1.49
H -3.97 3.08 -1.24
H 1.58 -1.71 -1.42
N -0.13 3.53 -0.41
H 4.98 -1.69 -0.27
H 1.29 -2.72 0.48
C 3.30 -0.25 -1.14
C 2.35 -1.21 1.99
H -0.58 -2.95 -1.91
H -0.70 2.02 -1.86
F -3.69 -1.48 0.19
C 4.20 -1.67 -1.15
P -1.13 -0.82 -1.66
C -0.34 2.04 -0.76
H 3.58 0.46 -0.27
O 0.96 1.48 -0.36
H -2.71 4.06 -0.21
H 0.72 3.54 0.23
H 2.32 0.97 1.43
H -2.46 2.69 2.67
H -0.70 1.68 1.36
O -3.16 2.00 2.45
H -2.44 -2.97 1.06
H 1.74 -3.40 2.18
H 1.42 0.07 -2.28
C 1.66 -0.55 -1.28
C -1.20 1.19 0.39
N -0.75 -0.24 0.02
C 2.13 -2.66 1.32
H 0.80 0.41 2.37
P -3.01 1.62 0.72
H -3.16 -1.70 2.25
C -2.66 -1.80 1.17
H 3.53 -2.63 -1.12
H -4.45 3.77 0.45
H -2.55 0.04 -3.55
H 3.16 -3.15 0.96
*
```

Mulliken atomic charge list, values in e, 6 entries: -0.363, -0.586, -0.911, 0.209, 0.324, 0.288

(4)
A structure of composition C17H34IrO2P2 in a non-equilibrium geometry. Source: OMol25; level of theory: ωB97M-V/def2-TZVPD.

As for the energy above the lowest of the compared OMol25 structures with the same formula, charge and spin: 0.00 kcal per mole. Its expectation value of S² is 8.765. The total energy is -43666.0325 eV.

ORCA input file:
```
! RIJCOSX wB97M-V def2-TZVPD def2/J DEFGRID3
* xyz 2 6
H 0.11 -2.52 -2.16
H 0.78 4.30 3.01
H -2.27 -2.58 -2.15
H 1.24 -1.08 3.28
H 2.96 -3.99 1.64
H -3.66 -1.34 -3.37
H -2.28 -1.09 -4.60
H 0.23 1.98 -2.16
H 1.68 1.57 -0.02
H 0.10 -4.19 1.18
H -1.61 2.06 0.46
H -1.05 0.84 5.92
H 2.51 -0.68 0.03
C 0.24 0.52 -3.81
C -1.81 1.33 -2.43
H 3.37 -2.99 0.20
O -0.43 1.54 2.78
H -3.83 0.80 -2.94
C -1.83 -1.66 -2.58
H 0.83 -3.83 -0.42
H 0.29 -2.63 3.30
H 2.36 1.10 1.56
H 1.48 -1.23 -3.58
H -0.63 -2.97 0.12
H -0.59 3.34 -0.19
H 1.87 4.24 1.62
C 0.42 -1.02 -3.77
C 3.02 -2.96 1.26
H -0.32 -1.19 2.35
H -0.39 0.80 -4.66
Ir -1.16 -0.22 -1.47
P 1.41 -2.19 1.23
H 0.14 -1.52 -4.71
C -0.36 1.16 -2.59
P 0.48 2.30 1.71
C -0.34 -1.62 -2.59
H 2.29 3.25 3.02
C 0.02 1.28 4.07
C 1.49 0.98 0.91
H 3.71 -2.40 1.91
C -1.20 1.03 4.85
C -2.80 0.67 -3.35
C 1.47 -0.51 0.40
H -2.10 2.26 -1.93
C 0.32 -3.39 0.44
H -1.50 3.63 1.30
C -0.92 2.87 0.74
H -1.73 0.22 4.32
C 1.44 3.62 2.42
H -1.82 1.93 4.73
C -2.65 -0.90 -3.57
C 0.58 -1.74 2.72
H 1.24 0.95 -3.90
H 0.80 -0.59 -0.54
H -2.78 1.19 -4.31
O 1.21 1.24 4.31
*
```

Mulliken atomic charge list, values in e, 6 entries: 0.428, 0.399, 0.442, 0.324, 0.417, 0.376

(5)
The molecule C4H7NO. Source: OMol25; level of theory: ωB97M-V/def2-TZVPD.

As for the energy above the lowest of the compared OMol25 structures with the same formula, charge and spin: 105.68 kcal per mole. The total energy is -7795.0615 eV.

ORCA input file:
```
! RIJCOSX wB97M-V def2-TZVPD def2/J DEFGRID3
* xyz 0 1
N 0.63 0.50 -0.07
H -1.58 -0.79 1.36
C -0.27 -0.60 -0.36
H -2.01 0.60 0.34
H 0.72 0.29 -2.21
H 2.52 1.12 0.62
C 0.04 0.48 -1.39
H 1.10 -1.24 1.05
C 1.69 0.42 0.64
C -1.62 -0.43 0.32
H -0.65 1.31 -1.56
H -2.36 -1.05 -0.20
O 1.78 -0.61 1.45
*
```

Mulliken atomic charge list, values in e, 6 entries: -0.023, 0.223, -0.559, 0.314, 0.256, 0.358